The following is a quantum chemistry calculation of C30H22BBrF6N10O4Ti as an isolated structure, from the Open Molecules 2025 dataset.

Last column: Mulliken charge in e.
Cartesian coordinates (Å):
Ti 0.09 0.85 0.52  -1.15
Br -0.28 4.03 -1.85  -0.22
C 1.02 2.96 -2.75  0.27
C 1.80 3.67 -3.62  -0.50
C 2.59 3.01 -4.56  -0.70
C 2.50 1.65 -4.66  -0.76
C 1.69 0.90 -3.77  0.92
C 1.54 -0.48 -4.00  -1.22
C 0.69 -1.19 -3.21  -1.23
C 0.13 -0.60 -2.07  -0.33
C 0.32 0.73 -1.67  0.82
C 0.99 1.53 -2.68  0.41
H 1.77 4.75 -3.60  0.37
H 3.22 3.57 -5.24  0.36
H 3.03 1.12 -5.45  0.31
H 2.07 -0.94 -4.82  0.28
H 0.50 -2.24 -3.41  0.41
H -0.43 -1.26 -1.42  0.52
B 3.39 2.18 0.44  0.53
N 3.21 0.64 0.56  -0.41
C 4.20 -0.26 0.57  -0.48
C 3.66 -1.50 0.31  -1.43
C 2.30 -1.26 0.15  -0.36
N 2.03 0.04 0.32  1.45
N 2.33 2.88 1.31  -0.77
C 2.54 3.80 2.25  -0.13
C 1.31 4.26 2.71  -1.39
C 0.38 3.52 1.98  -0.24
N 1.01 2.68 1.14  1.07
H 3.21 2.49 -0.72  -0.21
H 4.48 2.49 0.84  -0.22
H 5.22 0.05 0.75  0.45
H 4.17 -2.45 0.24  0.41
H 1.53 -1.97 -0.09  0.40
H 3.54 4.09 2.53  0.44
H 1.13 5.00 3.47  0.40
H -0.69 3.56 2.00  0.54
N -5.56 0.29 -1.99  -0.55
C -4.27 0.30 -1.44  0.12
N -3.53 -0.85 -1.55  -0.35
N -3.82 1.42 -0.88  -0.86
C -2.69 1.52 -0.29  0.84
N -1.67 1.73 0.26  0.39
H -5.65 -0.32 -2.79  0.18
H -5.89 1.23 -2.18  0.24
H -4.02 -1.73 -1.63  0.26
H -2.70 -0.88 -0.98  -0.14
F -3.49 -3.72 -2.42  -0.33
C -2.59 -4.21 -1.55  0.62
C -2.30 -3.46 -0.46  -0.42
N -1.45 -3.91 0.52  0.22
C -1.30 -3.10 1.72  -1.94
C -0.51 -1.80 1.50  0.86
O 0.46 -1.63 2.23  -0.61
O -0.95 -1.00 0.60  0.34
C -0.80 -5.12 0.39  0.50
O -0.06 -5.59 1.23  -0.67
N -1.07 -5.79 -0.78  -0.05
C -2.02 -5.49 -1.78  0.05
O -2.23 -6.28 -2.67  -0.68
H -2.73 -2.49 -0.28  0.83
H -0.76 -3.68 2.46  0.45
H -2.29 -2.83 2.09  0.19
H -0.61 -6.68 -0.88  0.22
F -2.81 0.72 2.61  -0.34
C -1.69 0.89 3.36  0.15
C -0.44 0.84 2.77  0.47
C 0.59 0.94 3.71  0.14
F 1.87 0.81 3.29  -0.45
C 0.42 1.17 5.06  0.13
F 1.47 1.31 5.90  -0.37
C -0.86 1.28 5.56  0.66
F -1.07 1.53 6.88  -0.37
C -1.93 1.11 4.71  0.03
F -3.19 1.17 5.21  -0.37

Computed properties:
- Gap between HOMO and LUMO (alpha / beta): 0.1133 / 0.2505 hartree
- LUMO (alpha / beta): 4.24 / 4.22 eV
- Expectation value of S²: 2.0212
- E_HOMO (alpha / beta): 1.15 / -2.60 eV
- Charge: -2
- 2S+1: 3
- Relative energy (zero: lowest compared OMol25 entry of this formula, charge and spin): 2.0103 eV